A 17-piece molecular cluster, C54H87FN20O4P overall. Source: the OMol25 dataset; level of theory: ωB97M-V/def2-TZVPD.

```
167
Properties=species:S:1:pos:R:3:forces:R:3:lowdin_charge:R:1
C 5.061291 -1.662465 0.948513 0.120 -0.689 -0.896 -0.020
C 4.143858 -1.945625 -0.405233 -2.155 5.244 -1.406 -0.250
O 3.534659 -0.845001 -0.922048 3.194 -7.519 2.669 -0.061
O 4.000048 -3.292421 -1.021908 -0.830 2.742 1.623 -0.128
C 2.870364 -4.015301 -0.402772 0.331 -1.109 1.387 -0.180
C 2.206116 -5.180631 -1.345942 -1.088 0.101 -0.031 -0.139
C 0.927064 -4.670728 -2.260560 -0.239 -0.390 0.168 -0.217
C 1.325668 -4.182679 -3.773393 -0.337 0.635 0.934 -0.181
C 1.967648 -2.640339 -3.684965 0.884 -1.183 -1.380 -0.171
C 1.199259 -1.597258 -4.684235 0.638 0.875 -0.151 -0.135
C 0.124340 -0.589505 -3.971849 -0.530 0.494 -0.828 -0.228
C -0.832706 -1.281255 -2.827668 -1.171 -1.320 -2.674 -0.102
C -2.443978 -1.001219 -3.127044 -0.839 -1.098 -0.381 -0.195
C -3.283461 -2.412000 -2.804959 0.142 0.794 -0.886 -0.046
F -2.992708 0.179969 -2.425812 1.351 -2.492 -1.089 -0.096
N -0.412906 -1.016243 -1.398989 3.161 0.113 -1.005 -0.134
N -1.342023 -1.361551 -0.432413 0.403 -7.212 5.516 0.046
C -0.923518 -2.425206 0.337315 -1.346 -4.656 0.536 0.012
O -0.764719 -3.597662 0.976078 -1.265 10.007 -4.848 0.054
C 0.042647 0.395264 -1.109549 2.963 3.509 0.238 -0.341
P -0.916674 1.073547 0.420771 -0.689 0.474 1.119 0.924
C -0.818720 2.979077 0.542164 1.027 1.223 0.198 -0.325
C 0.099144 0.455511 1.962405 0.671 -0.060 1.055 -0.302
C 0.023740 1.391908 -2.410916 0.782 0.203 1.127 -0.165
N 0.805045 0.707628 -3.509634 -2.262 0.261 -0.997 -0.143
C 0.689787 1.632185 -4.709214 2.559 2.381 -0.037 -0.132
C 1.972579 2.861191 -4.556067 1.889 -2.517 -1.783 -0.084
C 3.506715 2.362227 -5.197326 -3.477 2.845 -1.024 0.031
O 2.500987 3.456221 -5.902089 -2.818 -8.939 6.179 -0.343
H 5.936806 -0.941426 0.625530 -1.825 -1.491 0.440 0.110
H 4.419076 -1.064684 1.738955 1.181 -1.540 -1.897 0.038
H 5.516344 -2.665116 1.367342 -1.073 2.139 -0.801 0.054
H 2.115622 -3.213426 0.000652 0.955 -1.663 -0.928 0.116
H 3.314303 -4.567831 0.557191 -1.005 1.207 -1.922 0.132
H 1.755280 -5.995616 -0.602695 1.178 1.793 -1.521 0.128
H 2.949710 -5.717774 -2.073714 -1.072 1.175 1.667 0.130
H 0.446457 -3.773154 -1.682621 0.665 -1.468 -0.957 0.058
H 0.106246 -5.536674 -2.254910 1.837 1.863 -0.198 0.129
H 2.099737 -4.967818 -4.191362 -1.667 1.744 0.601 0.122
H 0.368177 -4.095495 -4.473116 2.025 -0.578 1.495 0.111
H 2.071633 -2.275401 -2.578647 -0.222 -0.470 -2.105 0.085
H 3.077176 -2.763769 -4.108386 -2.381 0.563 1.164 0.135
H 2.043291 -0.900753 -5.161195 -1.956 -1.337 1.113 0.127
H 0.671622 -2.106145 -5.617025 1.083 0.709 2.169 0.132
H -0.616508 -0.237883 -4.840473 1.186 -1.120 1.931 0.143
H -0.716482 -2.460668 -2.979195 -0.316 2.569 0.437 0.155
H -2.643705 -0.812537 -4.289334 0.852 -0.112 2.710 0.165
H -3.207987 -3.056965 -3.803282 -0.099 1.349 2.205 0.110
H -2.818570 -3.028263 -1.925347 -1.152 1.332 -1.599 0.076
H -4.410865 -2.128354 -2.671877 2.174 -0.733 -0.030 0.081
H 0.431549 -1.641261 -1.226009 -0.770 1.216 -0.933 0.158
H 1.182226 0.342040 -0.755930 -2.286 -0.292 -1.170 0.147
H -1.803805 3.506794 0.195669 1.903 -1.313 0.568 0.038
H 0.089116 3.421134 -0.051796 -1.639 -0.708 1.102 0.039
H -0.653786 3.280474 1.684252 -0.456 -0.823 -2.500 0.054
H -0.629621 0.066895 2.813759 1.265 0.830 -1.994 0.031
H 0.810898 -0.442358 1.708475 -1.147 1.784 0.415 0.035
H 0.726069 1.328377 2.465028 -1.129 -1.916 -1.248 0.061
H -1.030364 1.793465 -2.721208 1.621 -1.040 0.598 0.136
H 0.661653 2.352625 -2.104259 -1.445 -2.198 -0.494 0.130
H -0.319012 2.228135 -4.734206 1.645 -1.320 -0.121 0.129
H 0.939388 1.078546 -5.710203 -0.573 1.149 2.004 0.126
H 1.977815 3.567712 -3.519415 0.177 -1.849 -3.340 0.156
H 3.508484 1.728904 -6.191174 0.502 0.394 2.988 0.117
H 4.451573 2.895058 -4.730788 -2.057 -1.161 -1.280 0.108
C 1.963766 6.581951 -8.413726 -0.078 -1.022 0.907 -0.084
C 2.486487 5.684259 -7.304126 2.045 -3.945 4.487 -0.096
N 2.920236 4.939405 -6.383657 0.927 13.528 -7.916 0.009
H 2.501469 6.377051 -9.343506 0.018 -0.048 0.223 0.074
H 0.897474 6.397824 -8.570993 0.170 0.120 -0.046 0.012
H 2.107762 7.631626 -8.143042 0.067 -0.227 0.038 0.073
C -6.357842 0.079319 -1.470605 -0.709 -0.738 -0.713 -0.078
C -7.173534 -0.816918 -2.388049 -4.479 -4.898 -5.020 -0.217
N -7.850316 -1.560352 -3.149287 5.496 5.926 6.069 0.088
H -6.258105 1.074100 -1.913397 -0.052 -0.209 -0.004 0.074
H -6.853726 0.169513 -0.500256 -0.007 -0.083 -0.207 0.081
H -5.361392 -0.346301 -1.323104 -0.176 0.055 -0.076 0.046
C -3.288104 6.714116 0.308953 0.536 -0.966 1.047 -0.096
C -2.765381 5.816423 1.418552 2.774 -4.728 5.886 -0.178
N -2.331633 5.071569 2.339021 -3.486 5.863 -7.156 0.084
H -2.750399 6.509215 -0.620828 -0.033 -0.078 0.195 0.041
H -4.354395 6.529988 0.151686 0.184 -0.060 0.082 0.035
H -3.144107 7.763790 0.579636 0.055 -0.473 0.025 -0.002
C -6.726381 7.998501 2.108654 -0.024 -0.504 -1.164 -0.077
C -6.791743 7.399161 0.713370 -0.411 -3.186 -7.602 -0.199
N -6.845900 6.902049 -0.444280 0.462 3.857 9.184 0.083
H -6.052773 8.859798 2.113270 -0.059 -0.164 -0.174 0.066
H -7.722319 8.323626 2.421726 0.140 -0.137 -0.129 0.079
H -6.355915 7.252941 2.817680 -0.107 0.083 -0.163 0.045
C -1.561636 5.644606 5.750400 -0.058 1.285 0.474 -0.119
C -1.500173 7.080959 6.243765 0.364 7.874 2.648 -0.216
N -1.449234 8.272675 6.652945 -0.439 -9.493 -3.257 0.073
H -2.137505 5.593510 4.822300 0.129 0.099 0.086 0.034
H -0.551105 5.271094 5.563511 -0.174 0.130 0.081 0.073
H -2.041585 5.012293 6.502498 0.210 0.181 -0.104 0.021
C -1.595065 3.538927 -9.561419 0.048 1.183 0.394 -0.077
C -1.533602 4.975280 -9.068054 0.308 7.859 2.709 -0.193
N -1.482663 6.166996 -8.658874 -0.445 -9.590 -3.281 0.098
H -2.170933 3.487831 -10.489519 0.085 0.126 0.169 0.078
H -0.584533 3.165415 -9.748308 -0.121 0.178 0.065 0.075
H -2.075013 2.906614 -8.809321 0.065 0.213 -0.066 0.072
C -3.486614 -4.464056 2.825536 -1.184 0.367 0.372 -0.088
C -4.874585 -4.022136 3.259751 -7.662 2.432 2.399 -0.210
N -6.026082 -3.655554 3.620140 9.292 -2.914 -2.910 0.093
H -2.884092 -4.715741 3.702591 -0.179 0.058 -0.094 0.079
H -3.560375 -5.343428 2.179875 -0.088 0.151 0.124 0.079
H -2.994080 -3.658035 2.274571 -0.199 -0.113 0.143 0.040
C -5.861809 5.013386 -3.505667 1.177 0.009 0.272 -0.077
C -4.381298 5.054101 -3.164012 8.057 0.232 1.879 -0.191
N -3.152984 5.088017 -2.880631 -9.726 -0.360 -2.232 0.075
H -6.192222 5.997277 -3.849741 0.169 -0.125 0.137 0.082
H -6.041756 4.280477 -4.296916 0.184 0.104 0.101 0.073
H -6.440846 4.732397 -2.621596 0.210 0.151 -0.049 0.065
C 5.960429 0.534143 4.601374 -0.963 0.029 -0.772 -0.057
C 4.762946 0.547235 3.665337 -6.535 0.177 -4.955 -0.171
N 3.769368 0.558052 2.888876 7.836 0.032 6.332 0.091
H 5.622281 0.456150 5.638280 -0.068 0.005 -0.230 0.082
H 6.603941 -0.319472 4.371487 -0.203 0.081 -0.060 0.081
H 6.536225 1.456247 4.483036 -0.196 -0.117 -0.073 0.082
C 5.459454 -6.817242 2.348403 0.049 1.174 0.469 -0.078
C 5.520917 -5.380889 2.841769 0.353 7.827 2.679 -0.192
N 5.571857 -4.189173 3.250949 -0.435 -9.509 -3.259 0.085
H 4.883586 -6.868337 1.420305 0.092 0.077 0.164 0.070
H 6.469985 -7.190753 2.161516 -0.141 0.165 0.046 0.078
H 4.979506 -7.449554 3.100502 0.057 0.166 -0.101 0.068
C -5.282535 5.351320 7.024091 -0.626 0.811 -0.695 -0.067
C -6.041546 6.344675 6.159541 -4.144 5.459 -4.757 -0.183
N -6.671136 7.168906 5.442276 5.064 -6.640 5.714 0.092
H -4.227930 5.634789 7.079387 -0.234 0.076 -0.068 0.052
H -5.701593 5.339682 8.033977 -0.002 0.096 -0.212 0.081
H -5.359644 4.348462 6.594962 -0.045 0.221 -0.021 0.078
C 6.918442 -10.507563 4.086939 -0.979 0.004 -0.787 -0.081
C 5.720960 -10.494470 3.150903 -6.493 0.057 -5.020 -0.220
N 4.727382 -10.483654 2.374441 7.851 0.006 6.134 0.072
H 6.580295 -10.585555 5.123846 -0.084 -0.067 -0.231 0.074
H 7.561955 -11.361178 3.857052 -0.179 0.080 0.024 0.045
H 7.494239 -9.585459 3.968601 -0.164 -0.105 -0.081 0.070
C 2.011635 -13.226479 3.801609 0.938 0.282 0.754 -0.075
C 3.175614 -12.905221 4.724779 6.388 1.776 5.035 -0.199
N 4.141205 -12.638648 5.490797 -7.684 -2.172 -6.135 0.093
H 1.081369 -13.267045 4.374813 0.231 0.019 0.013 0.077
H 1.922340 -12.454935 3.031960 0.168 -0.062 0.179 0.073
H 2.174802 -14.193966 3.318736 0.074 0.166 0.144 0.077
C 0.639866 6.385039 -1.687660 -0.283 0.624 1.037 -0.077
C 0.258589 7.123563 -0.415061 -2.079 4.048 6.998 -0.195
N -0.057595 7.736246 0.640806 2.516 -4.897 -8.465 0.109
H 1.718642 6.207614 -1.706780 -0.147 0.123 0.105 0.075
H 0.120080 5.424017 -1.730904 -0.059 0.193 0.082 0.047
H 0.361360 6.980185 -2.561763 -0.007 -0.053 0.212 0.083
C 6.657397 -15.346342 5.493913 0.881 0.814 -0.196 -0.085
C 7.723799 -14.296069 5.229314 5.795 5.756 -1.449 -0.193
N 8.608647 -13.424820 5.009815 -7.117 -6.947 1.726 0.085
H 7.106990 -16.343067 5.491227 0.056 0.227 -0.026 0.075
H 6.192111 -15.168163 6.467244 0.136 0.103 -0.182 0.075
H 5.888347 -15.300540 4.717841 0.196 0.127 0.110 0.066
C -1.935028 -0.089544 5.491218 0.051 1.174 0.426 -0.086
C -1.873565 1.346809 5.984583 0.337 7.933 2.704 -0.174
N -1.822626 2.538525 6.393764 -0.432 -9.708 -3.300 0.116
H -2.510896 -0.140640 4.563119 0.028 0.141 0.169 0.069
H -0.924497 -0.463055 5.304330 -0.101 0.169 0.101 0.070
H -2.414976 -0.721856 6.243317 0.065 0.206 -0.068 0.079
C -2.132941 11.309767 2.062223 -0.637 -0.727 -0.745 -0.062
C -2.948634 10.413531 1.144778 -4.394 -4.801 -4.948 -0.156
N -3.625415 9.670096 0.383541 5.264 6.375 6.089 0.098
H -2.033204 12.304548 1.619431 -0.101 -0.216 -0.036 0.079
H -2.628827 11.399962 3.032572 -0.004 -0.108 -0.206 0.081
H -1.136491 10.884148 2.209723 -0.214 -0.067 -0.109 0.078
```
Positions in Å, forces in eV/Å.

The calculation puts the HOMO energy at -0.308 hartree. The value obtained for the LUMO energy is -4.560 eV. Its net charge is +1. The spin multiplicity is 1. As for the HOMO-LUMO gap: 3.83 eV. As for the molar mass: 1130.40 g mol⁻¹.